60
Properties=species:S:1:pos:R:3:mulliken_charge:R:1 method="wB97M-V/def2-TZVPD" gap_ev=5.1 total_energy_ha=-1427.76703 e_homo_ev=-2.219 total_charge=-1
C 5.275 -1.129 1.704 -1.455
C 4.303 -0.293 2.571 0.982
C 4.945 1.045 2.931 -1.413
C 2.964 -0.167 1.838 -1.404
C 1.933 0.805 2.405 0.857
C 2.065 2.223 1.832 -1.659
C 0.538 0.258 2.041 -0.926
O 0.231 -0.830 2.873 -0.183
C -1.145 -0.860 3.244 -0.922
Cl -2.014 -1.633 1.711 -0.321
H 5.966 -0.489 1.162 0.351
H 4.700 -1.665 0.953 0.383
H 5.803 -1.883 2.280 0.343
H 4.181 -0.846 3.499 0.297
H 5.449 1.474 2.069 0.334
H 5.682 0.913 3.720 0.377
H 4.217 1.768 3.278 0.288
H 2.532 -1.163 1.802 0.436
H 3.177 0.104 0.803 0.330
H 1.954 0.819 3.491 0.342
H 2.721 2.864 2.416 0.410
H 2.453 2.209 0.817 0.315
H 1.088 2.700 1.825 0.436
H 0.578 -0.087 1.000 0.164
H -0.231 1.027 2.102 0.456
H -1.175 -1.691 3.951 0.260
C 1.237 -2.919 -2.950 -1.486
C 0.054 -3.263 -2.048 0.285
C -1.153 -3.832 -2.811 -0.713
O -1.922 -2.878 -3.517 -0.360
C -1.428 -2.520 -4.787 -0.668
N -0.278 -2.098 -1.232 -0.369
H 1.071 -1.992 -3.500 0.286
H 2.135 -2.778 -2.347 0.319
H 1.435 -3.717 -3.672 0.365
H 0.384 -4.054 -1.366 0.428
H -1.837 -4.271 -2.081 0.345
H -0.843 -4.639 -3.493 0.428
H -0.956 -3.371 -5.290 0.306
H -0.713 -1.695 -4.724 0.226
H -2.274 -2.185 -5.388 0.253
H -0.991 -2.350 -0.546 0.074
H -0.741 -1.417 -1.829 0.243
C -4.152 2.568 -1.944 -1.506
C -4.124 1.657 -0.719 0.283
C -4.196 2.418 0.614 -0.684
O -2.994 3.060 0.993 -0.323
C -2.774 4.328 0.419 -0.725
N -2.961 0.776 -0.796 -0.508
H -3.195 3.067 -2.099 0.270
H -4.358 1.982 -2.840 0.362
H -4.927 3.334 -1.853 0.359
H -5.016 1.023 -0.766 0.402
H -4.401 1.696 1.407 0.355
H -5.022 3.145 0.610 0.406
H -3.711 4.883 0.294 0.334
H -2.265 4.254 -0.546 0.243
H -2.126 4.887 1.096 0.250
H -3.008 0.095 -0.040 0.158
H -2.141 1.333 -0.567 0.282

=====

20
Properties=species:S:1:pos:R:3:mulliken_charge:R:1 method="wB97M-V/def2-TZVPD" smiles="C=C(N)CCC.O" gap_ev=9.2 total_energy_ha=-328.27088 e_homo_ev=-8.449 total_charge=0
C -1.183 -1.761 -1.171 -1.207
C -0.395 -0.497 -1.511 -0.214
C -0.632 0.732 -0.622 -0.786
C -0.634 0.355 0.849 0.579
C 0.438 0.133 1.591 -0.898
N -1.969 0.276 1.385 -0.568
H -2.227 -1.548 -1.398 0.279
H -1.050 -2.042 -0.129 0.302
H -0.857 -2.658 -1.688 0.399
H 0.686 -0.657 -1.427 0.097
H -0.543 -0.236 -2.562 0.360
H 0.261 1.342 -0.780 0.288
H -1.494 1.359 -0.846 0.375
H 1.415 0.349 1.179 0.260
H 0.418 -0.340 2.559 0.240
H -2.394 1.179 1.308 0.253
H -1.901 0.072 2.371 0.248
H 3.264 -0.091 -0.417 0.325
H 3.869 1.213 -1.056 0.313
O 3.599 0.798 -0.218 -0.643

=====

10
Properties=species:S:1:pos:R:3:mulliken_charge:R:1 method="wB97M-V/def2-TZVPD" smiles="C=CC=C" gap_ev=9.8 total_energy_ha=-155.91466 e_homo_ev=-8.763 total_charge=0
C -0.111 -1.548 0.940 -0.687
C 0.308 -0.255 0.649 -0.068
C -0.025 0.252 -0.711 -0.126
C -0.168 1.548 -0.859 -0.731
H 0.068 -1.839 1.982 0.226
H -0.516 -2.331 0.280 0.255
H 0.956 0.147 1.419 0.330
H -0.251 -0.306 -1.648 0.279
H -0.285 2.441 -0.289 0.306
H -0.001 1.905 -1.859 0.215

=====

21
Properties=species:S:1:pos:R:3:mulliken_charge:R:1 method="wB97M-V/def2-TZVPD" smiles="C=C[C@@](C)(O)NN.C=O" gap_ev=8.8 total_energy_ha=-457.57243 e_homo_ev=-8.947 total_charge=0
C -0.756 1.850 -1.021 -0.175
C 0.852 0.316 -0.922 -0.329
C 0.609 -0.365 -2.043 -0.722
O -0.644 2.447 0.072 -0.593
H 0.048 1.515 1.143 0.510
H -0.404 2.338 -1.940 0.392
H -1.562 1.111 -1.149 0.297
H 1.789 0.853 -0.810 0.356
H 1.262 -0.308 -2.904 0.293
H -0.329 -0.889 -2.177 0.276
C 1.324 -1.453 0.891 -1.673
N -1.006 -0.742 0.471 0.015
C 0.362 -0.308 0.587 0.700
N -1.945 -0.352 1.449 -0.757
O 0.536 0.692 1.498 -0.616
H -1.106 -1.723 0.251 0.268
H -2.166 0.632 1.302 0.292
H -1.530 -0.431 2.382 0.292
H 1.230 -2.245 0.149 0.378
H 2.348 -1.084 0.892 0.379
H 1.087 -1.854 1.878 0.416

=====

13
Properties=species:S:1:pos:R:3:mulliken_charge:R:1 method="wB97M-V/def2-TZVPD" gap_ev="7.7 / 7.7" total_energy_ha=-340.64143 e_homo_ev="-7.087 / -7.085" total_charge=0
C -1.875 0.270 -0.753 -1.060
C -0.414 0.110 -0.565 0.352
N 0.312 1.270 -0.536 -0.462
C 0.928 1.001 0.588 -0.305
C 1.140 -0.496 0.849 0.058
O 2.383 -1.104 0.593 -0.463
N 0.153 -0.984 0.012 0.009
H -2.053 1.073 -1.465 0.317
H -2.423 0.537 0.173 0.246
H -2.292 -0.660 -1.117 0.328
H 1.045 1.814 1.297 0.394
H 2.989 -0.914 1.314 0.331
H 0.107 -1.919 -0.391 0.256

=====

18
Properties=species:S:1:pos:R:3:mulliken_charge:R:1 method="wB97M-V/def2-TZVPD" smiles="C=[N+](C)[C@@H]1CN1C" gap_ev=8.6 total_energy_ha=-306.24489 e_homo_ev=-13.712 total_charge=+1
C 2.195 -0.982 -0.003 0.011
C -0.850 0.416 -1.258 -0.628
C -0.084 -0.449 -0.296 -0.134
C -2.301 -0.421 0.639 -0.891
C 1.303 1.319 0.388 -0.959
N -1.154 0.350 0.172 -0.251
N 1.266 -0.078 -0.044 0.089
H 3.311 -0.886 0.007 0.288
H 2.012 -2.105 0.002 0.221
H -0.321 1.241 -1.543 0.286
H -1.524 -0.217 -1.819 0.355
H -0.083 -1.457 -0.264 0.531
H -2.057 -1.279 1.270 0.343
H -2.899 0.337 1.361 0.278
H -3.113 -0.704 -0.064 0.320
H 1.739 1.875 -0.477 0.386
H 2.156 1.307 1.083 0.418
H 0.405 1.733 0.846 0.336